Formula: C36H32ClPSbTl
Source: the Open Molecules 2025 dataset
Level of theory: wB97M-V/def2-TZVPD

Element x y z (Å)
Tl: 0.317494 -0.270546 -0.013254
Cl: 2.707783 -0.738827 0.077525
P: 0.072363 -0.249882 -2.836412
C: -0.609086 1.339064 -3.314410
C: -1.845404 1.344892 -3.999047
C: -2.278736 2.541691 -4.546539
C: -1.563399 3.720644 -4.304826
C: -0.420485 3.735441 -3.503827
C: 0.050411 2.550705 -2.943864
C: 1.754559 -0.432642 -3.359137
C: 2.447581 -1.639259 -3.046157
C: 3.720085 -1.801923 -3.563814
C: 4.294906 -0.792514 -4.340803
C: 3.636359 0.416488 -4.581792
C: 2.368766 0.625858 -4.056975
C: -0.916256 -1.632921 -3.346063
C: -1.483832 -2.594640 -2.466479
C: -2.287637 -3.568748 -3.059634
C: -2.469753 -3.580171 -4.440246
C: -1.872680 -2.638684 -5.288207
C: -1.063211 -1.649686 -4.745738
H: 1.996321 -2.387639 -2.376449
H: 4.241998 -2.739726 -3.360783
H: 5.276099 -0.940319 -4.780777
H: 4.053551 1.224532 -5.187821
H: 1.826959 1.565745 -4.239791
H: -2.383909 0.400723 -4.183022
H: -3.177925 2.497992 -5.162889
H: -1.936230 4.642992 -4.737032
H: 0.142984 4.653078 -3.332576
H: 0.975409 2.534165 -2.335570
H: -1.327036 -2.535270 -1.370829
H: -2.765404 -4.314761 -2.416047
H: -3.086807 -4.348569 -4.893273
H: -2.010110 -2.615477 -6.365819
H: -0.609244 -0.841240 -5.349379
H: -1.393857 0.571619 -0.168008
H: -1.592118 -0.299131 -0.149169
C: -0.850050 4.367747 4.973637
C: 0.266482 4.236430 4.121776
C: 0.508673 3.008443 3.482321
C: -0.359555 1.959492 3.735152
C: -1.487948 2.057862 4.573382
C: -1.708539 3.295834 5.189194
Sb: 0.067623 0.063072 2.871692
C: 2.058687 -0.342086 3.503318
C: 3.111746 0.482602 3.088415
C: 4.386476 0.190524 3.577865
C: 4.571241 -0.893137 4.443736
C: 3.485060 -1.705746 4.815535
C: 2.194291 -1.444775 4.329578
C: -1.797357 -1.072043 3.089809
C: -1.696310 -2.258217 3.778584
C: -2.871451 -3.009060 3.982302
C: -4.097894 -2.561294 3.438134
C: -4.151833 -1.387535 2.696563
C: -2.996571 -0.613289 2.500040
H: -1.035580 5.335449 5.467130
H: 0.956643 5.069144 3.945859
H: 1.388610 2.891761 2.811184
H: -2.154237 1.196178 4.738327
H: -2.591516 3.389494 5.858598
H: 2.968503 1.303519 2.359960
H: 5.230197 0.835093 3.263673
H: 5.570936 -1.107510 4.837604
H: 3.620305 -2.558569 5.499507
H: 1.311134 -2.068639 4.598635
H: -0.712589 -2.594514 4.191730
H: -2.818775 -3.938010 4.570410
H: -5.009615 -3.154998 3.603709
H: -5.113244 -1.029582 2.261895
H: -3.034031 0.303316 1.889709

Cartesian forces, eV/Å:
3.936 -0.484 -0.337
0.379 -0.156 -0.098
0.712 0.060 2.562
-0.504 0.158 0.683
0.928 -0.161 -0.132
-0.147 0.023 0.221
-0.392 -0.145 -0.183
0.155 -0.209 0.278
-0.141 -0.762 -0.722
0.493 -0.043 -0.020
-0.560 0.952 -0.232
-0.088 -0.209 0.111
0.063 0.279 -0.257
-0.060 0.138 0.121
-0.362 -0.609 -0.089
0.057 -0.014 0.145
0.115 0.899 -1.037
0.178 -0.033 0.601
0.032 0.015 -0.501
0.266 0.257 0.094
-0.457 -0.230 0.584
0.198 0.304 -0.589
0.017 0.422 -0.129
-0.088 -0.056 0.117
0.215 -0.482 0.219
0.408 -0.650 -0.038
0.313 0.702 0.085
0.239 0.430 0.206
0.167 -0.042 0.006
-0.359 -0.146 -0.010
-0.648 0.009 -0.438
-0.107 -0.140 -0.799
0.146 0.211 -0.431
-0.006 0.048 0.141
-0.207 -0.409 0.195
-0.256 -0.765 0.232
-3.018 -2.467 -0.112
-1.694 3.486 -0.274
0.597 0.435 -0.283
-0.199 -0.349 0.009
0.410 0.807 0.091
-0.683 -0.884 -0.203
0.580 0.370 -0.311
-0.849 -0.501 0.445
-0.613 0.845 -0.877
-0.873 -0.210 -0.178
-0.117 -0.064 -0.046
0.034 0.349 -0.200
-0.336 -0.226 0.152
0.012 -0.286 0.193
0.539 -0.177 0.385
0.949 0.813 -0.445
-0.241 -1.057 0.807
-0.098 0.108 -0.181
0.548 -0.655 0.535
-0.257 0.785 -0.499
0.330 -0.297 0.158
0.084 -0.632 -0.284
-0.409 -0.289 0.160
-0.791 0.150 0.616
0.357 0.583 -0.047
0.818 0.083 -0.544
0.085 -0.604 0.625
-0.556 -0.594 0.311
-0.469 0.056 -0.178
0.100 0.531 -0.422
1.049 0.483 -0.082
-1.192 0.191 -0.339
-0.128 0.524 -0.389
0.534 0.369 -0.095
0.872 -0.412 0.406
-0.015 -0.423 0.540

Values from the calculation:
- Total charge: +2
- Orbital gap: 6.40 eV
- Spin multiplicity: 1

Formula: C36H32CuN2O3P2STe
Source: the Open Molecules 2025 dataset
Level of theory: wB97M-V/def2-TZVPD

Element x y z (Å)
Cu: -0.850767 0.203488 -0.368726
C: -0.687467 -2.307112 1.384774
P: -1.794667 -2.176012 -0.118926
C: -0.892467 -3.023512 -1.426826
C: 0.108433 -3.939112 -1.205426
C: 0.727533 -4.586912 -2.267726
C: 0.314033 -4.309512 -3.577426
C: -0.645967 -3.375612 -3.826926
C: -1.199467 -2.580612 -2.766726
C: -3.055767 -3.407912 0.365474
C: -3.827767 -3.071312 1.481974
C: -4.917467 -3.836812 1.836874
C: -5.268967 -4.938112 1.069274
C: -4.526767 -5.262912 -0.054126
C: -3.433767 -4.496912 -0.416526
C: -1.024167 -1.119912 2.220874
C: -1.289667 -0.942212 3.562574
C: -1.612867 0.422388 3.723674
C: -1.528067 0.998788 2.470674
C: -1.862367 2.381088 1.983174
P: -1.161267 2.546388 0.266874
C: -2.375667 3.465088 -0.721426
C: -3.717367 3.653088 -0.401126
C: -4.589667 4.186888 -1.331026
C: -4.153467 4.509588 -2.604926
C: -2.829867 4.278588 -2.952326
C: -1.952767 3.763888 -2.023826
C: 0.116633 3.824388 0.561274
C: 1.449233 3.427488 0.566174
C: 2.453033 4.339988 0.840374
C: 2.133333 5.662888 1.098774
C: 0.807633 6.070288 1.072074
C: -0.198267 5.158288 0.805674
N: -1.172667 0.055788 1.568674
H: 0.351433 -2.249912 1.030474
H: -0.836567 -3.243312 1.931974
H: 0.381933 -4.192912 -0.187826
H: 1.489433 -5.328912 -2.077626
H: 0.744133 -4.877412 -4.391326
H: -0.988367 -3.187812 -4.835526
H: -2.219867 -2.246112 -2.914326
H: -3.550167 -2.203012 2.067774
H: -5.512367 -3.568112 2.700474
H: -6.133867 -5.531612 1.333474
H: -4.808767 -6.114612 -0.661826
H: -2.852467 -4.749812 -1.295226
H: -1.252367 -1.697112 4.331274
H: -1.881967 0.914388 4.644174
H: -1.457767 3.151188 2.651874
H: -2.952967 2.501388 1.940574
H: -4.098467 3.382888 0.575574
H: -5.624967 4.347388 -1.059326
H: -4.846267 4.916888 -3.329526
H: -2.490967 4.487988 -3.957826
H: -0.925267 3.557488 -2.297426
H: 1.697233 2.399688 0.342274
H: 3.485633 4.023288 0.835774
H: 2.913433 6.380688 1.318974
H: 0.553633 7.107888 1.250474
H: -1.233567 5.473388 0.784974
N: 2.567833 -0.703512 -0.384726
C: 3.914733 -0.680012 -0.078526
C: 4.801533 -1.531612 -0.741526
C: 6.165133 -1.408012 -0.550326
C: 6.666533 -0.440612 0.294374
C: 5.802433 0.379288 0.986274
C: 4.432733 0.252888 0.823974
S: 8.446033 -0.130912 0.272074
O: 8.593033 0.780288 -0.866526
O: 8.790833 0.484688 1.555374
O: 9.082733 -1.434512 0.058374
H: 2.227933 -1.491712 -0.911626
H: 1.917433 -0.333712 0.288174
H: 4.404333 -2.270912 -1.424626
H: 6.869133 -2.056212 -1.049826
H: 6.223133 1.117988 1.653674
H: 3.751733 0.890188 1.376474
Te: -0.147567 -0.451412 -2.848626

Cartesian forces, eV/Å:
0.130 0.404 -0.944
0.026 -0.027 -0.092
0.100 -0.358 0.187
-0.017 0.097 0.126
-0.017 -0.184 0.093
0.205 -0.026 0.046
0.127 -0.252 -0.085
-0.152 0.086 -0.219
-0.337 -0.614 0.127
-0.297 0.230 -0.257
0.213 -0.048 0.004
-0.166 -0.110 0.086
-0.167 -0.112 -0.019
-0.168 -0.166 -0.057
0.272 0.085 0.141
-0.042 0.053 0.158
0.008 -0.337 0.106
-0.090 0.333 0.272
0.048 0.017 0.054
-0.100 -0.042 -0.037
0.060 0.161 0.323
-0.200 -0.183 -0.254
0.271 0.014 0.228
-0.265 0.173 -0.205
-0.100 -0.020 0.022
-0.049 0.178 -0.164
0.052 -0.012 0.316
-0.022 -0.121 -0.177
-0.131 -0.072 -0.034
0.184 0.144 0.032
0.049 0.015 0.019
-0.119 0.165 -0.001
0.043 -0.074 0.025
0.274 -0.148 0.029
-0.127 -0.103 0.062
0.071 0.062 -0.151
0.019 -0.031 -0.011
0.078 -0.033 -0.023
0.038 0.020 -0.111
0.057 0.014 -0.086
0.013 0.268 -0.056
-0.029 0.062 0.055
0.004 0.005 0.058
-0.047 -0.049 0.041
-0.014 -0.028 0.004
-0.003 -0.006 -0.023
0.021 -0.074 0.078
-0.044 0.089 0.087
-0.115 -0.046 -0.224
0.180 0.074 0.015
0.060 0.019 -0.008
-0.056 -0.012 0.002
-0.018 0.002 -0.032
0.043 0.016 -0.036
0.028 -0.019 -0.070
0.046 -0.125 -0.033
0.081 -0.066 0.016
0.029 -0.011 -0.034
0.015 0.030 0.039
-0.051 0.058 -0.008
-0.021 -0.093 0.111
0.135 0.107 0.023
-0.023 0.017 0.040
-0.167 -0.194 -0.061
0.903 0.097 -0.045
-0.089 0.093 0.229
-0.032 -0.052 -0.056
0.327 0.112 -0.077
0.026 -0.178 0.227
-0.317 -0.142 -0.175
-0.340 0.250 0.057
-0.157 0.127 -0.042
-0.057 -0.042 0.016
-0.029 -0.080 -0.075
0.014 -0.073 -0.140
-0.015 0.081 0.070
-0.038 0.066 0.011
-0.020 0.537 0.489

Values from the calculation:
- Energy relative to the best compared isomer or geometry (same formula, charge and spin): 39.2 kcal per mole
- Total charge: -2
- Orbital gap (alpha / beta): 5.73 / 5.85 eV
- Spin multiplicity: 2